Entry 1:
# C42H60BBrClMgN2NaO12P

A molecular structure, C42H60BBrClMgN2NaO12P in a non-equilibrium geometry (wB97M-V/def2-TZVPD, the Open Molecules 2025 dataset).

Summary:
- HOMO level: -7.88 eV
- Charge: +1
- Orbital gap: 0.0282 Eh
- Calculated total energy: -174437.8445 eV

The geometry in XYZ format:
```
122
Properties=species:S:1:pos:R:3:forces:R:3:mulliken_charge:R:1
C 1.26613 7.15930 -1.43773 0.5038 -0.2706 0.4592 -0.5982
C -0.26217 6.74482 -1.13558 0.0162 0.4109 1.3429 -0.2413
P -1.20455 5.98903 -2.59757 -0.2204 0.2887 -1.1009 -0.0570
C -0.08770 4.84305 -3.64658 -0.3623 -1.4888 0.2852 -0.4470
C -2.58872 4.80181 -1.99135 -1.3615 -2.1096 1.3947 0.1181
C -4.00814 5.00448 -2.59591 0.7100 -3.3691 3.2202 -0.5457
C -5.13933 4.03807 -2.12411 3.1188 0.1502 0.7085 -0.4795
C -4.84424 2.88512 -1.10713 2.6261 2.4093 -1.4285 0.2636
Cl -6.23825 1.78907 -0.66286 1.7938 1.2114 -0.8590 -0.0389
C -3.44050 2.68032 -0.50199 -0.2671 2.0339 -1.6355 -0.1648
C -2.29892 3.67409 -0.94835 -3.1124 -0.2202 -0.7842 0.6430
C -0.87974 3.42552 -0.26097 1.5693 0.1903 -0.3871 0.2955
O 0.23122 3.53609 -0.82084 -3.8400 -0.2478 1.8304 -0.4658
C -0.94561 2.97466 1.28991 -0.7956 -1.1823 3.2510 0.1006
C 0.02707 3.48726 2.37933 -2.3408 -2.2323 0.2198 -0.8048
C -0.08475 2.95885 3.84205 -1.8773 -1.4491 -1.7768 -0.7926
C -1.15555 1.90561 4.29689 0.0980 1.9093 -4.3921 0.1130
B -1.24408 1.31306 5.82117 -0.7026 0.2537 0.5405 0.5763
C -0.04875 0.34388 6.41252 -0.3455 -0.7726 0.1555 -0.6874
O -2.34439 1.55099 6.71332 1.6534 -0.0087 -2.2267 -0.6456
C -2.15405 1.44759 3.16970 0.8947 1.3745 -0.4528 0.3143
C -3.30899 0.36599 3.52066 1.3570 0.7767 -0.4829 -0.9846
C -2.61261 -1.08357 3.30896 0.2132 0.3554 0.2499 -0.7948
C -2.63390 -1.98967 4.63906 -1.0121 -1.0450 -1.1548 0.4538
C -2.18489 -3.54865 4.30828 0.3532 0.5980 0.9242 -0.9577
C -0.60477 -3.83566 4.59261 0.2600 -0.7917 -0.9800 0.0505
C -0.12858 -5.31652 4.12199 0.2712 -0.6271 0.1980 -0.7380
C 0.39981 -6.23459 5.32990 -0.0368 -1.0899 0.4402 -0.3041
C 0.55472 -7.80504 4.91298 3.9536 3.7243 -1.6773 -0.2976
O 0.36262 -8.72003 6.06598 2.3840 -0.1737 -0.1155 -0.3859
C 1.08332 -9.98701 5.90222 1.9312 -2.2746 0.9134 -0.5094
C -2.06791 1.95219 1.71338 2.2101 1.5345 1.3880 0.5605
C -3.06365 1.50831 0.53902 -0.3443 -1.1815 -0.0062 0.0176
O -3.47239 0.32584 0.43594 1.0782 3.8165 0.3364 -0.5686
H 1.38575 8.26345 -1.74495 -0.4105 -1.8047 0.5058 0.2742
H 1.86403 6.97802 -0.46681 -0.8954 0.4531 -1.4739 0.2793
H 1.78567 6.54954 -2.24510 -0.9099 0.7912 1.1071 -0.0845
H -0.35813 6.09626 -0.18072 0.3995 0.9225 -1.5107 0.0400
H -0.81653 7.72634 -0.87232 0.6322 -1.6816 -0.5541 0.4291
H -0.48750 3.75866 -3.56306 0.5859 1.7110 -0.0721 -0.1048
H 0.99256 4.80446 -3.28925 -1.4342 0.3521 -0.6697 0.3028
H -0.22243 5.14257 -4.73668 0.5193 -0.1679 1.5672 0.3107
H -4.18777 5.85615 -3.34074 0.2844 -1.5196 1.2929 0.3624
H -6.18328 4.22878 -2.56679 1.7450 -0.6983 1.0035 0.3057
H 0.81087 4.25810 2.04542 -1.2804 -1.3946 0.8200 0.4165
H 0.64373 3.30539 4.65928 -1.1323 -0.3493 -1.6310 0.3029
H 0.69095 0.91673 7.06539 -0.9097 -0.7818 -0.8902 0.4024
H 0.50920 -0.22121 5.59224 -0.5550 0.9792 0.9880 0.2747
H -0.52697 -0.46632 7.09580 0.6409 1.3277 -0.6506 -0.0651
H -2.97727 2.18926 6.31805 0.4913 -0.4938 0.3319 0.3529
H -4.18026 0.54915 2.80272 1.2770 -0.5602 1.0389 0.3341
H -3.70477 0.50865 4.58391 0.7160 -0.2198 -1.3918 0.5079
H -1.50748 -0.93457 3.01450 -1.7569 -0.1674 0.2683 0.3060
H -3.15526 -1.56658 2.41807 0.8911 0.3102 1.5664 0.4109
H -1.99595 -1.56268 5.50168 -1.1361 0.1296 -1.7086 -0.5493
H -3.73450 -2.02426 4.98846 1.8002 0.0560 -0.2869 0.3378
H -2.82118 -4.19823 5.00966 0.9303 0.5130 -1.1560 0.2551
H -2.41459 -3.82612 3.22046 0.2901 0.5120 1.6837 0.4726
H 0.04919 -3.09579 4.00104 -1.0939 -0.8368 1.1654 0.3230
H -0.35809 -3.74700 5.71923 1.2260 -1.9967 -3.9254 -0.0937
H -0.99489 -5.88069 3.62867 1.1002 0.9803 0.5923 0.4071
H 0.72932 -5.24230 3.36316 -1.4064 0.0149 1.0250 0.3260
H 1.44171 -5.91306 5.69934 -1.6468 -0.3318 -0.4724 0.1880
H -0.35460 -6.23395 6.20471 1.1099 0.1204 -1.2449 0.2588
H 1.60001 -8.00907 4.45624 -1.5056 0.4132 0.7863 0.5246
H -0.23081 -8.11896 4.08603 2.9813 2.0562 0.2204 0.3234
H 0.60561 -10.70599 5.14651 0.6623 1.3985 1.0568 0.3279
H 2.18710 -9.84791 5.61733 -1.6966 0.3200 0.3419 0.1658
H 1.08938 -10.55320 6.90643 -0.2806 1.2671 -1.4495 0.2848
N 3.02122 7.04908 -4.67928 0.1560 0.0722 -0.3188 1.0697
O 3.68946 6.57074 -3.74763 -0.0874 -0.0486 0.0154 -0.5589
O 3.56419 7.31016 -5.76075 -0.1128 -0.0644 0.2319 -0.6109
O 1.80787 7.26429 -4.52485 0.0352 -0.0100 -0.0697 -0.4838
O 4.56072 -7.59966 4.06670 -0.6405 0.2572 0.7626 -0.5862
C 4.61169 -7.57370 5.26859 0.6331 -0.1123 -1.1987 0.4347
O 3.82465 -6.77534 6.04463 -0.2077 -0.1348 -0.3299 -0.2715
C 4.22059 -6.91330 7.41680 -0.0232 0.2096 0.6064 -0.3946
C 4.92678 -8.24692 7.49579 0.1850 -0.3776 0.4636 -0.5082
C 5.56213 -8.36272 6.12632 -0.1725 -0.2453 0.4139 -0.3786
H 4.87831 -6.07848 7.67523 -0.0430 -0.0464 -0.0542 0.2977
H 3.33813 -6.88021 8.05891 -0.0167 0.1378 -0.2138 0.3083
H 5.64171 -8.30704 8.31757 -0.1259 0.0571 -0.0394 0.3511
H 4.19229 -9.04828 7.62853 0.0623 0.0800 0.0541 0.2075
H 6.54693 -7.89107 6.09306 -0.0260 -0.0942 -0.1485 0.3041
H 5.62029 -9.39960 5.79606 0.2205 0.2270 -0.2418 0.2768
O -2.23517 2.73740 -5.57286 -0.7247 -0.4666 0.1668 -0.6677
C -2.68386 1.71535 -5.11854 0.3761 0.7638 -0.0281 0.4251
O -4.01186 1.44357 -5.03006 0.4293 0.3204 -0.2053 -0.3688
C -4.19784 0.20055 -4.34412 -0.4363 -0.3547 0.2346 -0.1456
C -2.89101 -0.54025 -4.49949 0.2291 -0.5876 0.0541 -0.6208
C -1.88052 0.58764 -4.53011 -0.0140 -0.5024 -0.1566 -0.2233
H -4.43329 0.41314 -3.29658 0.0159 0.0308 -0.0335 0.0202
H -5.03165 -0.34414 -4.79048 -0.0125 0.2903 -0.0146 0.3419
H -2.71170 -1.26912 -3.70721 -0.0998 0.0712 -0.0412 0.3311
H -2.87741 -1.07230 -5.45603 -0.0244 0.0421 0.1092 0.2825
H -1.55370 0.86947 -3.52601 0.0939 0.1070 -0.0924 0.1289
H -1.02476 0.34462 -5.15985 0.0730 0.3312 0.1846 0.3398
Na -1.09249 -2.82901 6.67078 -1.4917 2.0662 2.7510 0.7977
Mg -7.84550 1.02436 1.32517 -0.4378 -0.2419 0.5789 -0.1016
N -0.88109 3.60816 -7.99899 -0.0345 0.0469 -0.1866 0.1680
C -1.12187 4.39092 -9.09546 0.0680 -0.0452 0.0569 -0.5905
C -0.01720 4.33156 -9.91074 -0.2180 0.1145 -0.0818 -0.6837
C 0.92233 3.47670 -9.28469 0.1289 -0.1951 0.1248 -0.2490
C 0.36002 3.04294 -8.10808 -0.0652 0.0313 0.0111 -0.2288
H -1.51912 3.46813 -7.22907 0.1691 0.0120 -0.0646 0.3471
H -2.05531 4.92280 -9.20055 0.1118 -0.0206 -0.0018 0.3783
H 0.10048 4.84579 -10.85324 -0.0076 -0.0383 0.0974 0.3837
H 1.90131 3.20751 -9.65367 -0.0820 0.0330 0.0474 0.3545
H 0.73641 2.38353 -7.34049 -0.0002 0.0993 -0.0554 0.3231
C 4.65702 1.62946 -8.70526 0.0469 -0.2747 -0.1640 -1.1785
C 5.11762 1.78439 -7.26401 -0.2555 0.6509 -0.2991 0.3178
C 4.14280 2.62978 -6.45910 -0.0298 -0.0414 0.2775 -0.9962
O 6.40563 2.39546 -7.24093 0.2305 -0.2186 0.0890 -0.5623
H 4.59380 2.60286 -9.20219 -0.0939 0.0064 0.1392 0.2829
H 5.37263 1.03001 -9.27470 -0.0691 -0.0116 0.0908 0.3423
H 3.67706 1.14738 -8.75682 0.0296 0.0588 -0.0412 0.3456
H 5.21741 0.79786 -6.80217 0.2190 0.1018 -0.0152 0.2810
H 4.06166 3.63802 -6.87733 -0.0658 -0.1006 -0.0738 0.3453
H 4.49187 2.74244 -5.42915 -0.0327 -0.0611 -0.0838 0.3082
H 3.14748 2.17767 -6.44394 0.0221 0.0717 -0.0144 0.1630
H 6.32788 3.26912 -7.64725 -0.0354 -0.1448 0.1126 0.3617
Br -1.22565 -9.08960 4.91474 -8.4587 -3.9784 -0.0774 -0.1178
```
Positions in Å, forces in eV/Å.

***

Entry 2:
# C30H44BrMgN3P2

A molecular structure, C30H44BrMgN3P2 in a non-equilibrium geometry (wB97M-V/def2-TZVPD, the Open Molecules 2025 dataset).

Summary:
- HOMO level (alpha / beta): -11.66 / -11.66 eV
- Charge: +2
- Orbital gap (alpha / beta): 0.0867 / 0.0866 Eh
- Calculated total energy: -130338.2001 eV

The geometry in XYZ format:
```
81
Properties=species:S:1:pos:R:3:forces:R:3:mulliken_charge:R:1
C -3.53908 -6.33911 0.37688 0.5081 -0.1674 0.1878 -0.3901
C -2.41835 -5.82454 -0.31193 -0.1351 -0.8098 -0.0036 0.7498
C -2.09085 -6.36653 -1.55459 0.5981 -0.3967 -0.0010 -0.2741
C -2.74359 -7.51911 -1.98566 -0.0724 0.8869 0.3935 -0.4952
N -3.72868 -8.04029 -1.27556 -0.1796 -1.0496 -0.3191 -0.4832
C -4.13843 -7.49607 -0.14043 0.4924 1.0746 -0.2035 -0.3347
C -1.50814 -4.80234 0.18408 -1.4023 4.6849 0.5025 -0.3090
C -1.14257 -3.59397 0.39100 -2.2129 -3.0030 -0.5524 1.4111
C -0.54286 -2.30581 0.54272 0.5651 0.7340 0.3954 0.7162
C -1.32204 -1.12069 0.55058 0.2229 -0.2449 -0.3945 -1.1477
C -0.73212 0.14667 0.65750 0.1460 -0.5664 0.3388 0.0008
C 0.65153 0.30228 0.86251 -0.4729 -1.7272 0.0311 -0.3456
C 1.39986 -0.89627 0.94320 0.2939 -0.1036 -0.2090 -1.2951
C 0.85921 -2.16669 0.73331 -0.8031 0.5070 0.0936 0.1376
Mg 0.58062 -4.66246 0.20843 2.3529 -0.4652 -0.3662 0.6580
P -0.98399 3.05129 -0.51743 -0.3912 0.0812 0.5514 0.5047
H -1.27997 -5.93171 -2.13961 -0.1333 -0.1682 0.0225 0.4069
H -3.92134 -5.90481 1.29364 0.2824 -0.0330 0.0165 0.4465
H -2.42899 -7.99817 -2.90391 -0.2498 -0.1221 -0.0362 0.3786
H -4.95125 -7.98542 0.38608 0.0034 0.1067 -0.0939 0.3888
H 1.57654 -3.03955 0.67818 -0.1139 0.8417 0.3836 -0.4241
H -2.40463 -1.21849 0.43223 0.3955 0.1677 0.0901 0.5578
H 2.45269 -0.85319 1.16231 0.0613 0.1929 -0.0081 0.3726
H -1.35430 1.02869 0.58913 0.0645 -0.0637 0.1626 0.6063
C -0.17660 4.71239 -0.47000 -0.0423 -0.2312 0.0058 -0.5215
C -0.00360 5.45231 -1.79171 0.1086 0.4393 -0.0397 -1.3912
H 0.80746 4.52832 -0.00905 -0.2386 0.2496 -0.0815 0.3241
H -0.75387 5.32008 0.24424 0.1613 -0.2038 -0.1297 0.4982
H 0.33333 6.47477 -1.58380 -0.0406 -0.1464 -0.1285 0.3971
H 0.76227 4.99069 -2.42416 -0.1619 0.0414 0.0874 0.3463
H -0.93574 5.52498 -2.36474 0.2078 -0.0626 0.1288 0.2803
C -0.68112 2.39101 -2.20175 0.2598 0.3200 -0.3270 0.8461
C -1.83695 1.61701 -2.82890 0.0403 -0.0593 -0.3069 -1.5207
H 0.19501 1.73038 -2.10272 -0.1596 0.1677 -0.0849 -0.8763
H -0.37325 3.22386 -2.84765 -0.1306 -0.3377 -0.0736 0.5675
H -1.48575 1.12409 -3.74381 -0.1359 0.0686 0.1304 0.4500
H -2.22457 0.83138 -2.16870 0.0025 0.1453 -0.0326 0.2557
H -2.66243 2.28051 -3.11503 0.1493 -0.2157 0.1644 0.3079
C -2.78980 3.36285 -0.38656 0.0907 0.3008 -0.2771 -0.5926
C -3.32876 4.52874 -1.20600 -0.5953 0.0430 0.0398 -1.3674
H -2.98573 3.52170 0.68888 0.0132 -0.0408 -0.3790 0.3168
H -3.29857 2.42606 -0.66476 0.1078 0.2140 0.1335 0.4354
H -4.40682 4.61186 -1.02629 0.1211 0.1602 -0.1399 0.4316
H -2.87194 5.48025 -0.91405 -0.0491 -0.1858 -0.0788 0.2937
H -3.18681 4.38482 -2.28425 0.0519 0.0365 0.2337 0.2633
Br 1.51555 1.95219 1.12766 -0.0043 -0.6985 0.4332 0.0740
P 3.99614 -0.65128 -1.61869 1.1312 1.5521 -0.8551 -0.1688
C 2.77390 0.63262 -2.11725 -0.2794 -0.0347 0.1751 0.7678
C 3.40478 1.72798 -2.99349 -0.0885 0.0573 -0.1121 -1.4536
H 2.35624 1.07294 -1.19502 -0.0004 -0.1453 -0.5534 -0.8152
H 1.95553 0.12458 -2.65228 0.2216 0.1511 0.0524 0.5194
H 2.61984 2.27634 -3.53551 0.2555 -0.0810 0.2036 0.3438
H 3.96807 2.45202 -2.38783 -0.1056 -0.2281 -0.1707 0.3404
H 4.09000 1.29491 -3.73613 -0.2135 0.1497 0.2063 0.4200
C 4.55366 -0.04029 0.02894 0.0647 -0.2292 0.3790 0.0471
C 6.08432 0.05478 0.16011 -0.0645 -0.0766 0.0249 -1.4114
H 4.19400 -0.72980 0.80037 0.1105 0.1772 0.1074 0.2606
H 4.08994 0.94487 0.20304 0.0974 -0.4162 -0.0816 0.2017
H 6.34012 0.60648 1.07338 -0.0162 -0.1489 -0.2061 0.4048
H 6.51819 -0.95075 0.23543 0.0075 0.2863 -0.1002 0.3285
H 6.53826 0.57056 -0.69442 -0.1258 -0.1341 0.1893 0.3867
C 3.09989 -2.21803 -1.66655 -0.3980 -0.6717 0.2702 0.2000
C 3.59089 -3.00081 -2.89438 0.0291 -0.0461 0.0689 -1.4042
H 2.02556 -2.00599 -1.72075 -0.0848 -0.1507 -0.0262 0.1138
H 3.29738 -2.76007 -0.73238 0.1395 -0.1647 -0.0049 0.2379
H 3.29696 -4.04996 -2.83129 -0.0448 -0.0926 -0.1197 0.3533
H 3.18234 -2.57862 -3.81792 0.0482 -0.0479 0.1590 0.3539
H 4.68270 -2.94639 -2.97086 -0.2441 -0.1023 0.0495 0.3751
N -2.34342 2.08535 7.09800 -0.6162 0.8892 0.4881 -0.4587
C -1.95732 1.68006 5.87532 0.2223 -0.2539 -0.5812 1.1296
C -2.24172 2.45785 4.73112 0.2418 -0.1641 -0.4797 -0.7132
C -1.77397 2.02431 3.49407 -0.1483 -0.1201 0.9500 -0.1974
N -1.10015 0.88219 3.35015 0.3660 -0.4285 -0.8044 -0.0618
C -0.84707 0.11039 4.41008 -0.6729 0.9529 0.8250 -0.3918
C -1.25273 0.46529 5.69960 0.0971 0.0711 -0.8675 -0.8220
H -2.83784 2.96527 7.23506 0.3348 -0.5719 -0.1774 0.1995
H -2.13629 1.56173 7.92257 0.0939 -0.1932 0.1173 0.1883
H -2.80173 3.38854 4.79827 0.1306 -0.1769 0.1259 0.3350
H -1.94220 2.61627 2.58424 0.0565 -0.2309 0.3868 0.0672
H -0.29938 -0.81895 4.23734 -0.1037 0.2114 0.0187 0.3380
H -1.02545 -0.17830 6.53814 -0.0174 0.0498 0.0830 0.3302
```
Positions in Å, forces in eV/Å.

***

Which value of charge does entry 2 give?
+2

***

Which of these has the lowest calculated total energy?
C42H60BBrClMgN2NaO12P

***

What is the calculated total energy in the first record?
-174437.8445 eV

***

The lowest charge belongs to which entry?
C42H60BBrClMgN2NaO12P